No. 1
Entry from the Open Molecules 2025 dataset: a structure of composition C18H11AuF13N3O3S (wB97M-V/def2-TZVPD).

Frontier orbital gap (spin up / spin down) = 8.54 / 5.76 eV
2S+1 = 3

Structure (XYZ):
```
50
Properties=species:S:1:pos:R:3:forces:R:3
Au 0.2857 0.2665 -0.7173 0.23 0.19 -0.38
C -1.9885 2.6216 0.0842 0.00 0.00 -0.04
N -1.0650 2.2979 -0.9939 -0.08 0.07 0.00
C -1.7276 1.8973 -2.2297 0.00 -0.02 0.03
C -2.2889 0.4783 -2.1340 0.05 -0.04 -0.01
N -1.2225 -0.5086 -1.9924 -0.05 0.10 0.19
C -1.5152 -1.8233 -1.9683 0.05 0.05 0.07
C -0.4302 -2.7372 -1.9356 0.01 -0.15 0.00
F 0.8137 -2.2826 -2.0221 -0.01 -0.02 -0.01
C -0.6091 -4.0941 -1.8172 0.04 0.03 -0.01
F 0.4367 -4.9125 -1.7880 -0.01 0.00 0.00
C -1.8930 -4.6161 -1.7347 -0.02 -0.01 0.00
F -2.0721 -5.9219 -1.6264 -0.01 0.02 0.00
C -2.9888 -3.7644 -1.7806 0.05 0.02 0.00
F -4.2152 -4.2694 -1.7023 -0.01 0.00 0.00
C -2.8050 -2.4060 -1.8972 -0.04 -0.03 -0.03
F -3.8997 -1.6466 -1.9096 0.00 -0.02 0.01
C 0.0476 3.2280 -1.1241 0.00 -0.02 0.01
C 1.0603 3.0710 0.0083 0.07 -0.02 0.00
N 1.6845 1.7510 0.0083 -0.23 -0.05 0.10
C 2.6241 1.4485 0.9161 -0.05 -0.06 -0.06
C 3.0598 2.2547 2.0017 0.05 0.02 0.04
F 2.5640 3.4782 2.1904 0.00 -0.01 0.00
C 3.9889 1.8137 2.9140 -0.02 -0.03 -0.03
F 4.3615 2.5962 3.9212 0.00 0.01 0.00
C 4.5423 0.5448 2.7921 0.02 0.02 0.02
F 5.4399 0.1277 3.6675 -0.02 0.01 0.00
C 4.1619 -0.2777 1.7398 -0.03 0.01 -0.03
F 4.7039 -1.4833 1.6207 0.00 0.00 0.00
C 3.2334 0.1651 0.8311 0.10 -0.05 0.07
F 2.9095 -0.6481 -0.1625 0.02 -0.01 0.01
H -2.5543 3.5386 -0.1300 0.00 0.01 0.00
H -1.4481 2.7474 1.0203 -0.01 0.01 0.00
H -2.6857 1.8001 0.2378 -0.01 0.00 0.01
H -1.0006 1.9373 -3.0422 0.01 -0.01 0.01
H -2.5535 2.5758 -2.4850 0.00 0.00 0.00
H -2.8839 0.2606 -3.0246 0.02 0.02 0.00
H -2.9609 0.4046 -1.2752 0.00 0.00 0.00
H -0.2882 4.2750 -1.1325 -0.01 0.00 0.00
H 0.5469 3.0302 -2.0741 0.00 0.00 0.01
H 0.5718 3.2408 0.9712 -0.01 0.00 -0.01
H 1.8272 3.8437 -0.0935 -0.01 -0.01 0.00
F -1.1399 -3.4632 2.5813 0.04 0.01 0.00
C -0.1582 -2.5768 2.3909 -0.01 -0.10 0.05
F 0.5638 -2.9869 1.3324 0.01 0.02 -0.03
F 0.6410 -2.5946 3.4605 -0.03 0.00 -0.02
S -0.8403 -0.9000 2.0903 -0.08 0.07 0.06
O 0.3714 -0.0937 1.9333 -0.04 -0.04 -0.06
O -1.6409 -0.6035 3.2428 0.06 -0.01 -0.02
O -1.5646 -1.0840 0.8369 -0.02 0.04 0.03
```
Positions in Å, forces in eV/Å.

These are the Löwdin partial charges, in e, on atoms 1 to 4: 0.96, -0.05, -0.29, -0.19


No. 2
Entry from the Open Molecules 2025 dataset: a structure of composition C18H11BrCl5F3N3O6SSeV (wB97M-V/def2-TZVPD).

Frontier orbital gap (spin up / spin down) = 6.41 / 7.38 eV
2S+1 = 2
Net charge = +1

Structure (XYZ):
```
50
Properties=species:S:1:pos:R:3:forces:R:3
V 1.1367 0.2312 0.9471 -0.14 -0.44 0.22
Cl -1.8482 -3.9370 6.4662 0.01 0.01 -0.02
C -1.1861 -3.0199 5.1854 0.00 0.00 0.05
C -0.3209 -1.9585 5.4645 0.01 0.02 0.02
Cl 0.0857 -1.5706 7.0797 -0.01 -0.02 -0.03
C 0.2111 -1.2083 4.4220 0.05 0.10 0.00
Cl 1.2739 0.1042 4.7080 0.00 0.00 0.01
C -0.1198 -1.5204 3.1049 -0.03 -0.06 0.05
O 0.3841 -0.7748 2.1082 0.03 0.18 0.01
C -0.9716 -2.5848 2.8243 0.00 -0.02 -0.12
Cl -1.3186 -2.9468 1.1819 -0.01 0.01 0.02
C -1.5106 -3.3337 3.8644 -0.01 -0.01 -0.06
Cl -2.5678 -4.6333 3.5131 0.01 0.01 0.02
C -3.0645 0.2894 1.0840 0.00 -0.03 0.00
N -2.6185 0.9269 -0.1515 -0.03 -0.02 -0.06
C -3.2531 0.8293 -1.3698 0.00 -0.01 0.07
C -2.5641 1.5997 -2.2397 0.06 0.02 -0.01
N -1.5118 2.1538 -1.5433 -0.01 0.00 -0.06
C -0.5491 3.1042 -2.1003 0.00 -0.01 -0.02
C -1.5542 1.7309 -0.2711 -0.01 0.03 0.04
Se -0.3483 2.2008 1.0981 0.01 0.03 -0.03
H -3.7001 -0.5531 0.8274 0.00 0.00 -0.01
H -3.6172 1.0024 1.6923 0.00 0.01 0.00
H -2.1999 -0.0681 1.6341 0.01 0.00 0.01
H -4.1339 0.2282 -1.5089 0.00 0.00 0.01
H -2.7269 1.7996 -3.2839 0.01 0.01 0.00
H -0.3910 2.8615 -3.1482 -0.01 -0.01 0.00
H 0.3890 3.0187 -1.5589 0.00 0.00 0.00
H -0.9342 4.1178 -2.0110 0.00 0.00 0.01
Br -1.8828 -1.9643 -5.5067 0.01 0.01 -0.01
C -0.4954 -0.9517 -4.7401 -0.04 -0.02 -0.03
C 0.3626 -0.2119 -5.5516 0.03 0.02 0.04
N 1.3536 0.5317 -5.0696 -0.01 0.00 -0.01
C 1.5264 0.5679 -3.7543 0.00 0.00 -0.02
C 0.7105 -0.1350 -2.8741 0.01 0.01 -0.01
C -0.3225 -0.9213 -3.3741 0.01 -0.01 0.03
C 0.9010 -0.0123 -1.4296 -0.02 -0.03 0.04
O 1.7619 0.7649 -0.9132 0.05 -0.03 0.00
O 0.1718 -0.6432 -0.5937 0.08 0.07 0.03
H 0.2391 -0.2244 -6.6279 0.00 0.00 -0.01
H 2.3402 1.1768 -3.3779 0.00 0.00 0.00
H -0.9623 -1.4819 -2.7058 0.00 0.00 0.00
F 6.0628 0.5361 0.7756 0.02 -0.03 0.02
C 4.8549 0.9397 0.4367 0.06 -0.01 0.00
F 4.5251 0.4223 -0.7347 -0.02 -0.01 -0.02
F 4.8199 2.2606 0.3698 -0.01 0.03 0.01
S 3.6608 0.3776 1.7551 -0.07 -0.15 -0.16
O 3.0002 -0.8501 1.2530 -0.03 0.30 -0.20
O 4.3746 0.3420 2.9707 -0.02 0.00 0.04
O 2.5272 1.3874 1.6735 0.00 0.07 0.13
```
Positions in Å, forces in eV/Å.

These are the Löwdin partial charges, in e, on atoms 1 to 4: 0.88, 0.74, -0.69, -0.69


No. 3
Entry from the Open Molecules 2025 dataset: a structure of composition C18H11Cl3FOPtSe4Te at a distorted geometry (wB97M-V/def2-TZVPD).

Frontier orbital gap (spin up / spin down) = 6.93 / 5.30 eV
2S+1 = 5
Net charge = -1

Structure (XYZ):
```
40
Properties=species:S:1:pos:R:3:forces:R:3
Pt 1.0123 -1.7787 -1.0728 0.49 -0.38 -0.26
Se 3.6212 -1.8030 -1.6065 -0.41 0.61 0.00
Se 4.2216 -3.4643 -0.1520 0.17 -0.09 0.10
Se 3.1345 -5.1528 -1.3462 0.08 -0.45 0.11
Se 1.1133 -4.2113 -1.6756 -0.45 -0.17 -0.22
Cl -3.3190 -4.2576 4.9531 0.07 0.20 0.25
C -2.5443 -3.7904 3.4560 0.21 -0.19 0.47
C -1.3292 -3.1258 3.4572 -0.03 0.23 -0.31
C -0.7163 -2.8531 2.2394 0.10 -0.15 0.10
Cl 0.8332 -2.0582 2.1485 -0.10 -0.02 0.38
C -1.2602 -3.2807 1.0186 -0.40 -0.22 -0.28
O -0.7487 -3.1413 -0.1420 0.51 0.24 -0.22
C -2.5096 -3.9477 1.1198 -0.13 0.01 -0.51
Cl -3.2236 -4.4261 -0.3851 -0.22 -0.16 -0.07
C -3.1530 -4.2183 2.2907 0.06 0.21 0.31
H -0.8570 -2.7906 4.3662 -0.03 -0.08 0.17
H -4.1064 -4.7218 2.3451 0.02 -0.07 -0.20
F -3.9538 1.9001 -0.8306 0.13 0.03 0.11
C -2.8713 1.0865 -0.9235 0.40 -0.80 -0.56
C -2.8531 0.1141 -1.9249 -0.65 0.46 0.09
C -1.7646 -0.7259 -2.0668 0.28 -0.70 -0.02
C -0.6831 -0.6468 -1.1972 0.43 0.72 0.69
C -0.7279 0.3232 -0.1772 -0.75 0.20 -0.87
C -1.8087 1.2055 -0.0528 0.09 0.21 0.20
H -3.7241 0.0120 -2.5692 0.15 0.06 0.06
H -1.7730 -1.5242 -2.8150 -0.10 0.38 0.14
H 0.1061 0.4566 0.4796 0.29 -0.04 0.40
H -1.8021 1.9889 0.7045 -0.07 -0.21 -0.11
Te 2.5079 1.3230 -1.7354 -0.29 -0.55 -0.11
C 2.5939 3.3201 -1.1889 0.68 0.20 0.44
C 1.6461 4.2196 -1.6520 -0.27 -0.40 0.18
C 1.6704 5.5138 -1.2053 0.50 1.46 -0.03
C 2.7241 6.0054 -0.4287 0.26 -0.84 0.34
C 3.6961 5.1008 0.0388 -1.07 -0.38 -0.63
C 3.5989 3.7453 -0.3021 -0.89 1.00 -0.55
H 0.8348 3.9024 -2.2947 0.06 -0.10 -0.08
H 0.9118 6.2142 -1.5386 -0.05 -0.08 0.02
H 2.7682 7.0518 -0.1435 -0.05 -0.13 -0.04
H 4.4731 5.4161 0.6984 0.44 0.27 0.30
H 4.2615 3.0193 0.1107 0.52 -0.29 0.23
```
Positions in Å, forces in eV/Å.

These are the Löwdin partial charges, in e, on atoms 1 to 4: 0.46, -0.23, -0.10, -0.02


No. 4
Entry from the Open Molecules 2025 dataset: a structure of composition C18H11F10N3RuSSbSe4 (wB97M-V/def2-TZVPD).

Frontier orbital gap (spin up / spin down) = 5.18 / 5.18 eV
2S+1 = 2
Net charge = -2

Structure (XYZ):
```
49
Properties=species:S:1:pos:R:3:forces:R:3
Ru -0.4973 -1.8744 -0.3460 0.15 -0.03 -0.04
C -0.3397 -2.9646 2.3794 0.04 0.01 -0.02
N -0.1739 -1.6322 1.7411 0.12 0.02 0.12
C 1.2105 -1.1817 2.0087 -0.06 -0.02 0.01
C 1.6124 0.1707 1.4413 0.05 0.03 0.02
N 1.6138 0.2478 -0.0203 -0.12 0.03 -0.04
C 2.3414 1.2998 -0.6142 0.08 -0.01 0.01
C 1.7093 2.4456 -1.0837 0.00 -0.02 0.00
F 0.4027 2.6016 -0.9196 0.02 0.01 0.00
C 2.4239 3.4514 -1.7101 0.00 0.02 0.00
F 1.8066 4.5472 -2.1597 0.00 -0.01 0.00
C 3.7943 3.3327 -1.8543 0.00 -0.02 0.01
F 4.4909 4.3086 -2.4453 0.00 0.00 0.00
C 4.4480 2.2123 -1.3748 -0.01 0.01 -0.01
F 5.7753 2.1096 -1.5093 0.00 0.00 0.00
C 3.7193 1.2073 -0.7650 -0.04 0.02 -0.01
F 4.3648 0.1339 -0.3128 0.01 0.00 0.00
C -1.1754 -0.7001 2.3258 -0.09 0.00 -0.06
C -2.4511 -0.7663 1.4972 0.06 -0.03 0.02
N -2.1483 -0.5813 0.0986 -0.11 0.09 -0.04
C -2.4160 0.6046 -0.4918 0.08 -0.07 0.02
C -2.6834 0.6445 -1.8847 -0.02 0.02 -0.02
F -2.7417 -0.5013 -2.5639 -0.03 0.01 -0.01
C -2.9351 1.8082 -2.5735 0.02 0.01 0.06
F -3.2011 1.7711 -3.8897 -0.01 0.00 -0.01
C -2.9654 3.0312 -1.9177 -0.01 0.04 -0.03
F -3.2335 4.1713 -2.5912 0.00 -0.01 0.01
C -2.7249 3.0479 -0.5635 -0.01 -0.04 0.01
F -2.7098 4.2235 0.0968 0.01 0.01 0.01
C -2.4499 1.8751 0.1185 -0.03 0.05 -0.07
F -2.0971 2.0210 1.4249 -0.01 -0.02 0.03
H -0.1955 -2.8645 3.4630 -0.03 0.00 0.01
H -1.3325 -3.3504 2.1633 0.00 -0.02 0.01
H 0.3839 -3.6651 1.9731 -0.01 0.00 -0.03
H 1.3509 -1.1156 3.0976 -0.01 -0.01 0.01
H 1.8700 -1.9588 1.6200 -0.01 -0.01 -0.02
H 0.9900 0.9784 1.8405 0.01 0.00 0.00
H 2.6334 0.3563 1.7853 0.00 -0.01 0.00
H -1.3456 -0.9740 3.3738 0.02 -0.01 0.01
H -0.7861 0.3135 2.2985 -0.02 0.00 -0.07
H -2.8868 -1.7673 1.6124 0.00 0.02 -0.02
H -3.1854 -0.0495 1.8768 0.02 0.02 0.05
Se 0.0207 -6.8901 -2.6258 0.01 0.00 0.00
Sb -0.2676 -5.4337 -0.7213 -0.05 0.09 0.00
Se -2.0692 -3.6557 -1.0219 -0.06 -0.15 0.00
Se 1.4195 -3.5466 -0.5938 -0.06 0.03 -0.02
Se -0.5569 -6.5259 1.4395 0.01 0.02 -0.01
S 0.4400 -0.4369 -2.3723 -0.01 -0.03 -0.05
C 0.7474 -0.4788 -0.7505 0.10 0.00 0.18
```
Positions in Å, forces in eV/Å.

These are the Löwdin partial charges, in e, on atoms 1 to 4: 0.62, -0.14, -0.32, -0.20


No. 5
Entry from the Open Molecules 2025 dataset: a structure of composition C18H12AlB3Br6O24 at a distorted geometry (wB97M-V/def2-TZVPD).

Frontier orbital gap (spin up / spin down) = 8.05 / 3.98 eV
2S+1 = 2
Net charge = -1

Structure (XYZ):
```
64
Properties=species:S:1:pos:R:3:forces:R:3
Al -30.0083 3.2530 -20.5328 0.97 0.62 0.79
O -24.6674 5.1291 -21.0294 -3.15 3.48 0.69
C -25.5921 5.9786 -20.8986 4.88 -2.46 0.05
O -25.5126 7.2159 -20.3568 -0.44 -1.33 -0.53
B -26.8778 7.8049 -20.4315 0.66 0.91 0.58
O -27.6406 6.7646 -21.1009 -3.19 2.47 0.23
C -26.9994 5.7134 -21.3208 0.07 -3.98 -0.13
O -27.4580 4.6142 -21.6527 0.32 1.64 0.11
O -26.8936 9.0794 -21.1666 0.39 -0.54 0.62
C -27.0920 10.0720 -20.3200 -0.90 4.90 -2.77
O -27.0060 11.2862 -20.6746 -0.18 -4.50 1.94
C -27.6536 9.5049 -19.0003 0.52 1.86 2.22
O -27.4148 8.1961 -19.0516 -0.28 0.09 -0.17
O -28.0557 10.2205 -18.0615 0.98 -2.81 -2.59
O -26.8369 2.4670 -16.2545 0.48 2.08 -0.04
C -26.6322 3.5982 -16.6245 0.54 0.00 0.61
O -26.1854 4.7044 -15.9001 -0.39 -2.35 -0.24
B -25.9517 5.8609 -16.7688 -0.57 -4.06 -0.32
O -26.3516 5.3759 -18.0856 -0.22 -0.77 -1.39
C -26.8453 4.1213 -18.0620 -2.36 -0.05 -0.56
O -27.5905 3.5544 -18.8733 2.39 1.67 1.51
O -26.8016 6.8981 -16.3176 0.57 3.76 0.32
C -26.0662 7.9625 -16.1235 -3.72 0.90 1.53
O -26.5196 9.0643 -15.7271 1.58 -2.22 -1.24
C -24.5482 7.5422 -16.2633 3.59 3.76 -0.69
O -24.5733 6.3233 -16.6120 0.25 -0.56 -0.32
O -23.6207 8.3464 -16.1910 -2.62 -2.46 0.23
O -29.7338 6.8150 -16.6610 0.19 -1.57 -0.29
C -30.1271 5.8534 -16.0218 0.49 2.92 -2.02
O -30.5437 5.9748 -14.8310 -0.08 -0.56 2.65
B -31.1025 4.6921 -14.3118 -0.29 1.81 -0.42
O -30.8992 3.7950 -15.4606 0.02 -1.05 -1.04
C -30.4145 4.4436 -16.4899 0.70 -1.07 -3.59
O -30.2274 4.0638 -17.6919 -0.89 0.51 3.89
O -32.5012 5.0309 -14.0172 1.32 -1.28 0.80
C -32.6441 4.8011 -12.7011 -3.78 0.90 -0.62
O -33.7286 4.9860 -12.1889 1.55 -0.37 0.44
C -31.3726 4.2537 -12.0918 -0.57 -1.11 2.82
O -30.4864 4.2435 -13.0638 0.75 -0.46 0.00
O -31.3028 3.8402 -10.9277 0.52 1.15 -3.16
Br -21.2777 1.7140 -16.5561 -1.11 -0.79 1.11
C -22.7468 1.8583 -15.1125 0.39 0.69 -1.33
C -23.1736 3.3330 -15.2658 0.05 -0.93 0.97
Br -21.7446 4.5558 -14.8387 0.09 0.34 0.24
H -22.3907 1.4725 -14.1573 0.63 0.83 -0.06
H -23.5960 1.2000 -15.2956 0.10 0.06 -0.90
H -23.9592 3.5394 -14.5390 -0.14 0.10 -0.23
H -23.4672 3.5770 -16.2868 -0.10 -0.25 0.24
Br -23.4669 13.0907 -15.6948 0.17 -0.97 -0.35
C -23.1649 11.1699 -16.2273 -0.92 0.48 1.25
C -22.8610 11.0006 -17.6249 0.74 1.05 -2.63
Br -24.4463 11.2147 -18.7828 0.52 -0.07 0.35
H -24.1247 10.6695 -16.0992 0.38 0.03 1.17
H -22.2849 10.8482 -15.6702 -0.59 -0.16 0.50
H -22.3962 10.0537 -17.8995 -0.28 -0.08 0.34
H -22.1664 11.7976 -17.8902 0.00 -0.11 -0.54
Br -25.0256 4.1446 -11.2862 -0.11 0.35 -0.29
C -25.9829 5.3183 -12.5455 -0.16 0.06 0.00
C -26.8093 6.3641 -11.7945 -0.29 -0.12 -0.94
Br -27.8418 7.3272 -13.2236 0.26 -0.37 0.74
H -26.6104 4.6634 -13.1500 -0.19 0.02 0.37
H -25.2712 5.7221 -13.2655 0.22 0.22 0.46
H -26.2908 7.1576 -11.2564 0.26 -0.39 -0.17
H -27.5352 5.8765 -11.1439 -0.02 0.16 -0.16
```
Positions in Å, forces in eV/Å.

These are the Löwdin partial charges, in e, on atoms 1 to 4: 1.06, 0.11, -0.32, 0.22